DFT (the ωB97M-V functional and the def2-TZVPD basis) results for C43H34BrCl5MnN4OSi as an isolated structure.

ORCA input file:
```
! wB97M-V def2-TZVPD RIJCOSX def2/J DEFGRID3
* xyz 0 2
Mn 0.53075 -0.91759 -0.12557
C -1.83322 3.28334 2.71830
C -0.55997 2.51316 2.50924
C 0.50896 2.59926 3.39326
C 1.64009 1.83530 3.15982
C 1.64573 1.01315 2.05755
Br 3.14326 -0.11888 1.75559
N 0.65694 0.92239 1.16724
C -0.42069 1.68342 1.41189
H -1.76015 3.92579 3.59373
H -2.67341 2.60188 2.86268
H -2.05989 3.90724 1.85282
H 0.45194 3.23444 4.26740
H 2.49140 1.86138 3.82340
H -1.22442 1.60687 0.68948
Cl -0.92907 0.52565 -1.69811
C -1.00273 -1.06054 -2.44054
C -0.32954 -2.05349 -1.74077
C -0.38319 -3.30481 -2.34507
Cl 0.47021 -4.61555 -1.60267
C -1.08759 -3.54849 -3.52515
Cl -1.13652 -5.12559 -4.21242
C -1.75426 -2.50766 -4.17200
Cl -2.61641 -2.78074 -5.63418
C -1.69813 -1.22821 -3.62854
Cl -2.44826 0.10492 -4.42381
C -2.15820 7.49038 -3.46885
C -1.15041 6.37281 -3.49882
C 0.19865 6.61245 -3.72138
C 1.13609 5.58854 -3.72708
C 0.72490 4.27874 -3.50341
N 1.60788 3.17076 -3.47056
C 2.92113 3.16456 -3.83594
O 3.54615 4.12299 -4.24039
N 3.58435 1.93711 -3.74074
C 3.32314 0.72344 -3.10912
C 4.02225 -0.40796 -3.53976
C 3.85189 -1.60133 -2.86862
C 2.98077 -1.65467 -1.79656
N 2.30376 -0.58701 -1.37545
C 2.48448 0.57725 -2.00821
C -0.62667 4.02407 -3.28257
C -1.54598 5.05598 -3.28374
H -1.72566 8.42044 -3.83443
H -2.50916 7.65787 -2.44821
H -3.02885 7.24724 -4.07904
H 0.53500 7.62698 -3.89997
H 2.17535 5.80168 -3.91184
H 1.15921 2.28143 -3.31487
H 4.46757 1.98454 -4.22219
H 4.70637 -0.33225 -4.37600
H 4.39346 -2.48707 -3.16916
H 2.81684 -2.57892 -1.25710
H 1.98702 1.43620 -1.57532
H -0.96009 3.00847 -3.11694
H -2.59386 4.83049 -3.11995
C 1.79404 -6.28992 1.98173
C 2.47085 -5.17094 1.51688
C 1.81615 -3.94987 1.45449
C 0.48500 -3.81486 1.84672
C -0.17728 -4.94880 2.31528
C 0.47123 -6.17475 2.38468
Si -0.35543 -2.09554 1.76692
C -2.24948 -2.38259 1.75083
C -2.96483 -2.33900 0.55338
C -4.32911 -2.59201 0.51469
C -5.01263 -2.89395 1.68370
C -4.32063 -2.94432 2.88558
C -2.95565 -2.69290 2.91659
C -0.02135 -1.39436 3.52312
C -0.90925 -0.49683 4.12160
C -0.67871 0.01495 5.39084
C 0.46073 -0.35362 6.09140
C 1.36127 -1.23753 5.51220
C 1.11956 -1.75235 4.24579
H 2.29838 -7.24688 2.03175
H 3.50414 -5.25601 1.19978
H 2.35004 -3.06842 1.10866
H -1.21314 -4.87221 2.62665
H -0.05710 -7.04655 2.75244
H -2.44073 -2.10781 -0.36802
H -4.85935 -2.55486 -0.42966
H -6.07733 -3.08971 1.65819
H -4.84905 -3.18232 3.80147
H -2.43269 -2.73863 3.86508
H -1.80871 -0.20262 3.58942
H -1.39071 0.70069 5.83739
H 0.64069 0.03529 7.08618
H 2.25273 -1.53327 6.05296
H 1.82912 -2.44934 3.81392
*
```

Output
E_HOMO (alpha / beta) in eV: -7.458 / -7.347
Orbital gap (alpha / beta) in Ha: 0.2655 / 0.2601


DFT (the ωB97M-V functional and the def2-TZVPD basis) results for C43H34CaGeN3O3S as an isolated structure at a distorted geometry.

ORCA input file:
```
! wB97M-V def2-TZVPD RIJCOSX def2/J DEFGRID3
* xyz -1 1
Ca -1.07648 -0.83410 -0.03016
O -3.02079 -2.00270 0.06410
C -4.31226 -1.22196 0.15084
C -3.99454 0.29460 0.12760
O -4.94053 1.02914 0.37611
O -2.81033 0.55231 -0.30914
C -5.01202 -1.66090 1.43672
C -5.74541 -2.85414 1.52625
C -6.47836 -3.17097 2.67986
C -6.41751 -2.27254 3.74979
C -5.47201 -1.21566 3.77491
C -4.79455 -0.91339 2.61645
C -4.98060 -1.48238 -1.18311
C -4.31352 -1.64434 -2.39877
C -4.92228 -2.19556 -3.53045
C -6.29836 -2.26665 -3.54326
C -7.03228 -1.92949 -2.41481
C -6.41816 -1.46714 -1.26738
H -3.21019 -2.99217 0.13906
H -5.76843 -3.54793 0.69467
H -7.09025 -4.08181 2.74087
H -7.10772 -2.40971 4.55413
H -5.37468 -0.62911 4.66648
H -4.09596 -0.08770 2.60350
H -3.24613 -1.44911 -2.44724
H -4.36433 -2.53496 -4.37120
H -6.81219 -2.60127 -4.43561
H -8.12653 -1.97777 -2.41410
H -7.02271 -1.15315 -0.38996
N 2.23654 -2.10887 2.03902
C 1.66117 -2.25197 3.31553
C 2.01030 -3.06612 4.40177
C 1.26129 -2.86730 5.57007
C 0.22192 -1.95729 5.60861
C -0.13026 -1.20803 4.46801
C 0.57320 -1.36743 3.28630
N 0.45959 -0.73393 2.03525
C 1.51653 -1.20464 1.32637
C 1.97570 -0.76199 -0.05013
C 3.22565 -1.45300 -0.56183
S 3.06071 -2.50702 -1.79761
C 1.28388 -2.11509 -1.84613
N 0.89789 -1.27710 -0.92271
H 3.03590 -2.59294 1.63056
H 2.74716 -3.87562 4.30050
H 1.49209 -3.50441 6.42478
H -0.25226 -1.76356 6.54576
H -0.93021 -0.42759 4.53299
H 4.19366 -1.36445 -0.10972
H 0.62581 -2.62412 -2.54167
C 2.03187 0.69255 0.02283
Ge 3.03591 1.92599 -0.98473
C 4.96594 1.72767 -0.98603
C 5.87958 2.17817 -1.95973
C 7.21686 1.77065 -1.96269
C 7.69390 0.94886 -0.94958
C 6.85916 0.70402 0.16110
C 5.52421 1.10170 0.11178
C 2.57506 3.65157 -0.18559
C 2.13721 4.81495 -0.86042
C 1.53685 5.84714 -0.17671
C 1.50860 5.84740 1.18598
C 2.07099 4.82235 1.92155
C 2.70432 3.79193 1.23360
C 2.29099 1.77049 -2.83725
C 1.11349 2.36747 -3.23255
C 0.59354 2.20900 -4.51059
C 1.19367 1.33092 -5.38214
C 2.39804 0.69640 -5.01426
C 2.91327 0.94907 -3.77859
H 1.38219 1.11444 0.76300
H 5.55197 2.77458 -2.78480
H 7.85524 2.09211 -2.75821
H 8.69291 0.53318 -0.94315
H 7.22142 0.17845 1.02571
H 4.93836 0.77151 0.93277
H 2.14057 4.83555 -1.96217
H 1.07535 6.66853 -0.68051
H 0.99214 6.61378 1.74641
H 2.08899 4.87872 2.99724
H 3.11219 2.93085 1.79883
H 0.66150 3.01105 -2.50269
H -0.35811 2.66649 -4.73131
H 0.79249 1.15532 -6.36107
H 2.91534 0.01797 -5.67972
H 3.78691 0.36212 -3.49825
*
```

Output
Energy above the lowest of the compared OMol25 structures with the same formula, charge and spin in eV: 1.096
E_HOMO (alpha / beta) in eV: -2.235 / -2.236
Orbital gap (alpha / beta) in Ha: 0.1482 / 0.1482


DFT (the ωB97M-V functional and the def2-TZVPD basis) results for C43H34Cl3GeNO2PSSiTi as an isolated structure at a distorted geometry.

ORCA input file:
```
! wB97M-V def2-TZVPD RIJCOSX def2/J DEFGRID3
* xyz -2 2
Ti -0.38680 -0.52477 0.13618
O 1.61036 2.40430 -1.59162
C 0.60367 2.11845 -0.97403
O 0.27479 0.91324 -0.64931
C -0.34006 3.21385 -0.54802
C 0.10997 4.52119 -0.74242
C -0.65393 5.61541 -0.39802
C -1.91513 5.42350 0.15872
C -2.37946 4.13920 0.36010
C -1.61814 3.01736 0.01172
P -2.24993 1.35028 0.41052
C -3.27699 1.67241 1.90010
C -2.60078 1.69618 3.12189
C -3.28944 1.84021 4.31336
C -4.67298 1.96151 4.30880
C -5.35518 1.95149 3.10124
C -4.66293 1.81240 1.90637
C -3.57341 1.09898 -0.83244
C -4.32854 -0.07052 -0.70712
C -5.23754 -0.42254 -1.68559
C -5.39493 0.37899 -2.81062
C -4.64648 1.53670 -2.94154
C -3.73509 1.89636 -1.95704
H 1.09422 4.63977 -1.17654
H -0.27462 6.61820 -0.55329
H -2.52178 6.27634 0.43992
H -3.35686 3.98632 0.79991
H -1.52292 1.57060 3.12112
H -2.75395 1.82535 5.25493
H -5.21830 2.06243 5.23968
H -6.43565 2.03821 3.08705
H -5.20713 1.80590 0.97143
H -4.16491 -0.71327 0.15200
H -5.79530 -1.34611 -1.59149
H -6.08956 0.09143 -3.59091
H -4.75174 2.15521 -3.82562
H -3.13160 2.78920 -2.06873
S 1.38770 0.02236 1.89486
C 1.63690 -1.67428 2.11800
N 1.74870 -2.12615 3.35276
C 2.04684 -3.40384 3.73922
C 2.24031 -4.32329 2.70018
C 2.13490 -3.97743 1.39485
C 1.78490 -2.58474 0.91483
H 1.58233 -1.42926 4.06217
H 2.08626 -3.62513 4.79268
H 2.45226 -5.35155 2.97252
H 2.27148 -4.72626 0.62874
H 2.62489 -2.18277 0.31380
Cl -1.45253 -0.87704 -1.98886
Si -1.16245 -3.25586 0.25872
Cl -1.65251 -1.27424 2.07876
Cl -0.90842 -5.11040 1.43551
C 0.52057 -2.44215 -0.01467
Ge 0.89624 -2.75383 -1.96036
C 1.97292 -1.26418 -2.75411
C 1.51781 -0.47916 -3.81180
C 2.33682 0.46630 -4.41268
C 3.62263 0.67752 -3.93976
C 4.07030 -0.04928 -2.84721
C 3.25620 -1.01350 -2.27151
C -0.50381 -3.45356 -3.23443
C -1.43468 -4.40778 -2.81912
C -2.43910 -4.86100 -3.66050
C -2.51750 -4.39963 -4.96715
C -1.55438 -3.51359 -5.42455
C -0.56374 -3.05280 -4.56687
C 2.16534 -4.35808 -2.13296
C 1.76420 -5.50353 -2.82990
C 2.52790 -6.66379 -2.85410
C 3.73794 -6.71571 -2.17988
C 4.18252 -5.58246 -1.51681
C 3.41171 -4.42864 -1.50462
H 0.49000 -0.57600 -4.13687
H 1.96027 1.05115 -5.24505
H 4.26353 1.41489 -4.40994
H 5.05461 0.14139 -2.43486
H 3.63079 -1.56383 -1.41681
H -1.36780 -4.83195 -1.82505
H -3.16388 -5.57777 -3.29089
H -3.30910 -4.73836 -5.62642
H -1.58177 -3.16522 -6.45154
H 0.18186 -2.37422 -4.96039
H 0.83149 -5.49602 -3.36885
H 2.16166 -7.53104 -3.39334
H 4.32176 -7.62955 -2.17153
H 5.12876 -5.60419 -0.98709
H 3.79566 -3.56659 -0.97027
*
```

Output
Energy above the lowest of the compared OMol25 structures with the same formula, charge and spin in eV: 0.435
E_HOMO (alpha / beta) in eV: -0.072 / -0.065
Orbital gap (alpha / beta) in Ha: 0.1538 / 0.1535


DFT (the ωB97M-V functional and the def2-TZVPD basis) results for C43H34N4P2ReS as an isolated structure at a distorted geometry.

ORCA input file:
```
! wB97M-V def2-TZVPD RIJCOSX def2/J DEFGRID3
* xyz 2 2
Re 0.03399 0.81129 0.51241
N -4.99998 -5.06825 7.27719
C -4.37409 -4.45572 6.53648
C -3.58752 -3.68355 5.60197
C -4.23049 -2.90785 4.64156
C -3.47918 -2.17787 3.73918
C -2.08435 -2.19609 3.80816
C -1.44921 -2.97165 4.77669
C -2.19818 -3.72325 5.66499
C -1.29899 -1.38459 2.84902
C -0.40966 -0.44725 3.31678
C -0.09553 -0.16486 4.66770
C 0.98597 0.68353 4.67318
C 1.29751 0.91989 3.33224
N 0.47255 0.27788 2.48539
C -1.49994 -1.65222 1.46740
C -2.21339 -2.69863 0.93568
C -2.18589 -2.59140 -0.47528
C -1.47231 -1.47779 -0.76380
N -0.96841 -0.87749 0.39244
H -5.31055 -2.88109 4.60824
H -3.97748 -1.56727 2.99747
H -0.36860 -3.01881 4.81315
H -1.71405 -4.34345 6.40626
H -0.62792 -0.54305 5.52477
H 1.49244 1.10023 5.52715
H 2.09465 1.54414 2.95673
H -2.69183 -3.47403 1.51100
H -2.64874 -3.24991 -1.19086
H -1.27339 -1.07357 -1.73222
C 1.78924 2.49264 -1.89468
C 0.31194 2.88504 -2.10808
P -0.71636 1.39724 -1.84285
C -2.50495 1.68980 -1.78163
C -3.08619 2.00039 -0.55098
C -4.45505 2.15880 -0.42346
C -5.27293 1.98449 -1.53150
C -4.71572 1.64382 -2.75459
C -3.34297 1.49243 -2.88200
C -0.36729 0.55375 -3.43868
C -0.61428 1.32838 -4.58214
C -0.33833 0.83906 -5.84573
C 0.20971 -0.42752 -5.99917
C 0.47014 -1.20114 -4.88232
C 0.18798 -0.71268 -3.61225
P 2.07888 1.13365 -0.67891
C 3.49535 1.55465 0.35081
C 4.33826 2.61355 0.01143
C 5.49480 2.83999 0.74341
C 5.81805 2.01023 1.80623
C 4.99055 0.94240 2.13370
C 3.83439 0.71075 1.40827
C 2.59961 -0.37026 -1.52692
C 2.28930 -1.61599 -0.98381
C 2.77302 -2.77249 -1.57590
C 3.57974 -2.68706 -2.70306
C 3.91620 -1.44563 -3.22793
C 3.43478 -0.28689 -2.63968
H 2.34482 3.36655 -1.56269
H 2.22550 2.15979 -2.83794
H 0.18146 3.25422 -3.12468
H 0.00671 3.68085 -1.44175
H -2.47661 2.15537 0.33596
H -4.87814 2.42400 0.53545
H -6.34330 2.11003 -1.43953
H -5.35079 1.49030 -3.61616
H -2.94495 1.20310 -3.84115
H -1.03588 2.32233 -4.49654
H -0.55488 1.44814 -6.71280
H 0.43545 -0.80452 -6.98759
H 0.89957 -2.18773 -4.98921
H 0.41672 -1.35037 -2.77607
H 4.11601 3.26677 -0.81936
H 6.14553 3.66126 0.47648
H 6.72035 2.18930 2.37465
H 5.25373 0.28624 2.95241
H 3.21192 -0.14163 1.65699
H 1.66824 -1.70011 -0.09828
H 2.52818 -3.73724 -1.15264
H 3.95895 -3.58833 -3.16563
H 4.56138 -1.38155 -4.09343
H 3.72680 0.66863 -3.05705
S 0.30490 3.00846 1.30275
C -0.86655 4.02895 0.59763
N -1.67043 4.70853 0.13156
*
```

Output
Energy above the lowest of the compared OMol25 structures with the same formula, charge and spin in eV: 1.164
E_HOMO (alpha / beta) in eV: -13.928 / -13.910
Orbital gap (alpha / beta) in Ha: 0.2014 / 0.2159


DFT (the ωB97M-V functional and the def2-TZVPD basis) results for C43H35F3N7O4S6W as an isolated structure at a distorted geometry.

ORCA input file:
```
! wB97M-V def2-TZVPD RIJCOSX def2/J DEFGRID3
* xyz -1 3
W 1.40943 0.27211 -1.22428
N 3.32221 -3.61485 -0.71206
C 4.37822 -2.89627 -0.18328
C 5.64589 -3.27610 0.24387
C 6.45253 -2.27443 0.74607
C 6.00290 -0.94398 0.81786
C 4.74168 -0.57903 0.39032
C 3.92142 -1.58088 -0.12426
N 2.60991 -1.52261 -0.61342
C 2.29747 -2.75223 -0.94194
C 1.04926 -3.25170 -1.53978
C 1.02555 -4.32625 -2.34097
S -0.52616 -4.49725 -3.12893
C -0.96227 -2.76597 -2.62998
N -0.16096 -2.59684 -1.42705
H 3.26452 -4.60877 -0.84193
H 5.98230 -4.30377 0.18849
H 7.44694 -2.52036 1.09609
H 6.66231 -0.18298 1.21535
H 4.39661 0.44223 0.44527
H 1.86398 -4.93566 -2.64202
H -2.01995 -2.73739 -2.37156
O 1.75808 0.09064 1.36590
S 1.48959 0.00641 2.82368
C -0.03753 0.87831 3.07950
C -0.14152 1.68650 4.12766
C -1.33353 2.53880 4.30793
C -2.26176 2.65326 3.36209
C -2.19317 1.87928 2.08444
C -1.12757 0.75799 2.06739
C 0.93893 -1.65247 3.21088
C 0.34888 -1.93218 4.43470
C 0.01980 -3.24550 4.73875
C 0.28844 -4.26051 3.82763
C 0.89166 -3.96547 2.61252
C 1.22764 -2.65468 2.30145
H 0.67966 1.78307 4.82958
H -1.40463 3.13460 5.20937
H -3.09172 3.34044 3.48371
H -2.22055 2.53216 1.21283
H -0.72378 0.59630 1.07382
H 0.12328 -1.13781 5.13727
H -0.46217 -3.47100 5.68169
H 0.02149 -5.28225 4.06629
H 1.08312 -4.74952 1.89018
H 1.67628 -2.38888 1.35536
N 1.23720 -0.62429 -2.77052
C 0.77780 -1.31073 -3.78386
C -0.69123 -1.68774 -3.74348
C -1.20211 -2.15474 -5.07515
C -0.37197 -2.48070 -6.07611
C 1.06475 -2.33912 -5.96055
C 1.60040 -1.75613 -4.85074
H -1.24908 -0.80627 -3.40495
H -2.27617 -2.25069 -5.20256
H -0.78442 -2.84631 -7.01057
H 1.70070 -2.63670 -6.78418
H 2.66576 -1.56453 -4.77869
C 2.90914 2.05571 -3.82710
C 1.46417 2.36520 -3.58143
C 0.66504 3.15964 -4.36626
C -0.61532 3.18873 -3.75254
C -0.53060 2.40852 -2.62419
C -1.63218 2.12245 -1.65454
N 0.74689 1.90266 -2.49616
H 3.10003 2.05451 -4.90219
H 3.19993 1.07638 -3.44463
H 3.57187 2.79389 -3.36540
H 0.97193 3.65989 -5.27434
H -1.49941 3.71015 -4.09396
H -2.57156 2.50539 -2.06028
H -1.45988 2.60756 -0.68808
H -1.75246 1.05287 -1.46627
S -5.33642 -0.16701 5.16949
C -4.26138 0.06567 3.93786
S -2.75731 -0.83921 3.91862
C -2.29426 -0.19800 2.35982
N -3.23720 0.78530 1.97896
N -4.35356 0.82598 2.82253
C -5.39535 1.69888 2.37198
C -5.36017 2.11117 1.03901
C -6.31850 2.98862 0.56201
C -7.31890 3.46674 1.39824
C -7.34668 3.04855 2.71907
C -6.39315 2.16942 3.21768
S -0.42275 -1.17874 -0.46888
H -4.59323 1.73226 0.37863
H -6.27675 3.29510 -0.47525
H -8.06244 4.15824 1.02420
H -8.11851 3.40912 3.38759
H -6.42738 1.85383 4.24729
F 3.37003 2.29143 2.06106
C 2.99892 3.34403 1.32473
F 2.16971 4.08958 2.06666
F 4.09695 4.06077 1.07216
S 2.16277 2.88679 -0.24764
O 2.16093 4.13189 -0.93866
O 0.88866 2.29324 0.17068
O 3.03404 1.78625 -0.76559
*
```

Output
Energy above the lowest of the compared OMol25 structures with the same formula, charge and spin in eV: 4.921
E_HOMO (alpha / beta) in eV: -2.801 / -2.591
Orbital gap (alpha / beta) in Ha: 0.1668 / 0.1595


Number 5 is which compound? C43H35F3N7O4S6W